(1)
Computed, not measured: a molecular structure, C69H60BiCl2FN8O3P2S2Te in a non-equilibrium geometry, with ωB97M-V/def2-TZVPD.

Geometry (Å):
C 2.450 -3.476 6.661
C 5.394 0.372 -1.762
H 5.264 1.354 0.129
O 3.640 1.954 -1.678
C -4.272 4.671 4.930
C 0.046 6.482 -0.166
H 6.043 -5.128 -0.508
C -5.572 -1.397 -4.776
H 5.686 -3.048 0.792
C -2.015 -1.150 3.178
C 0.359 -1.259 -5.987
C 4.963 -3.353 0.045
C 2.072 -5.801 6.187
C -5.742 1.212 -0.048
H -6.140 1.031 2.060
H 2.988 -0.564 -6.731
H -6.146 -2.480 -6.545
H 0.450 7.485 -0.083
C -0.397 -2.090 -1.990
N 1.735 -2.194 -1.234
P -1.648 2.206 -0.609
H 2.283 -1.747 3.842
H -0.966 -1.112 2.913
H 4.387 -5.791 -2.226
C 7.151 0.342 -0.117
C 7.426 -0.841 -2.192
H 6.419 -0.298 6.870
C 2.257 0.194 2.595
N -2.451 -1.704 -2.896
C 2.270 0.404 -3.680
H 8.030 -1.463 -2.842
C 2.275 -4.780 7.096
C -6.481 1.427 1.112
H -1.751 4.236 1.611
H -2.629 -1.048 -2.141
H 1.845 -6.278 4.100
C -1.014 3.913 -0.371
H -4.390 -3.319 4.247
N 2.659 -1.879 4.777
C 1.986 0.741 4.019
C -3.934 -2.387 3.932
C -4.044 3.458 2.864
C 2.032 -5.506 4.834
C -4.122 -0.036 3.470
H 3.673 -1.690 0.447
N 2.116 0.180 -5.009
S -0.866 -1.105 -0.512
P -1.966 1.519 2.404
C 3.303 -0.062 -5.814
C -3.404 -1.919 -3.851
N -1.256 -2.322 -2.940
C -4.446 4.375 -2.807
C 2.243 -4.214 4.401
C 6.163 -0.435 -2.592
C 4.034 1.236 -6.154
C 2.491 -3.144 5.291
H 4.946 -2.139 6.145
H -4.773 5.423 5.527
H 0.112 0.688 -5.112
N 3.498 0.250 -3.228
H -5.112 4.042 -4.822
C 3.186 0.474 4.872
H -0.853 6.521 1.784
Cl 2.481 -2.245 7.888
C -0.684 5.943 0.882
H -3.641 4.449 -0.821
C -4.605 -1.193 -3.811
C -4.695 4.411 3.635
H 4.872 1.040 -6.825
H 1.801 1.810 3.914
C 4.680 -1.113 5.926
Cl 2.211 -3.884 2.697
C -4.196 -3.051 -5.830
C 7.927 -0.443 -0.959
C -2.893 2.756 -1.908
H -2.292 -3.421 -4.890
H -4.712 0.872 3.452
C -4.696 -1.226 3.884
C 3.837 -2.578 -0.156
C -3.213 -2.859 -4.877
C 3.104 -4.118 -1.868
O 3.258 0.589 1.989
H -4.038 -3.783 -6.614
H 1.059 -1.802 -6.627
H -2.331 1.185 -3.247
H 0.849 6.136 -2.127
H -8.265 2.312 1.936
H 4.411 1.691 -5.239
C -2.943 2.073 -3.121
C -7.666 2.141 1.046
H -5.744 -1.252 4.162
C -0.267 4.454 -1.415
C -2.554 3.006 4.686
C -2.968 2.737 3.381
C 0.261 5.731 -1.313
N -8.157 2.655 -0.082
S 0.851 0.857 -2.760
O 1.422 -0.676 2.174
C -2.779 0.012 3.093
C -6.265 1.725 -1.228
C 4.064 0.920 -2.195
C 0.845 0.161 -5.716
H 1.090 0.253 4.406
H -0.081 3.850 -2.296
H 0.254 -1.793 -5.044
C 5.512 -0.078 6.320
H 5.839 2.046 6.293
C 2.881 -2.948 -1.116
C 4.045 1.493 5.259
H 3.353 1.940 -6.636
H -0.616 -1.227 -6.476
H -5.540 4.950 3.220
H 7.530 0.644 0.852
C 4.232 -4.885 -1.650
H -7.866 2.873 -2.098
H 3.805 2.511 4.977
C -4.493 3.682 -4.009
C -3.746 2.521 -4.163
H -4.364 3.268 1.846
H 1.918 -6.814 6.533
H 2.360 -4.394 -2.601
H -4.763 -0.477 -3.012
H 2.266 -4.978 8.159
C -2.716 1.725 0.753
Te -3.892 0.097 -0.018
H 0.980 0.703 -6.659
C -2.592 -2.345 3.588
C -5.381 -2.323 -5.795
F 0.315 1.876 0.559
C -1.204 4.660 0.785
H -3.786 1.966 -5.093
H 3.970 -0.724 -5.264
H 8.922 -0.749 -0.657
C -7.452 2.441 -1.191
H 5.763 -0.722 -3.555
H -2.858 4.164 6.464
C 5.889 0.751 -0.517
C 5.194 1.230 5.991
C -3.661 3.911 -1.762
H -5.028 5.282 -2.683
H -1.990 -3.245 3.633
C 5.170 -4.512 -0.693
C 3.509 -0.848 5.222
H -5.750 1.582 -2.169
H -6.491 -0.824 -4.730
Bi 1.371 -0.017 -0.292
N 0.817 -2.630 -2.081
H -1.711 2.455 5.091
C -3.198 3.962 5.455

Kohn-Sham gap (spin up / spin down) (eV): 6.32 / 4.72
HOMO (spin up / spin down) (eV): -2.64 / -1.71
Energy above the lowest of the compared OMol25 structures with the same formula, charge and spin (eV): 0.232
LUMO level (spin up / spin down) (eV): 3.68 / 3.01
Net charge: -2

Mulliken population analysis, charges in e, atoms 1 to 99:
1 C 0.727
2 C 0.556
3 H 0.393
4 O -0.684
5 C -0.625
6 C -0.588
7 H 0.378
8 C -0.676
9 H 0.446
10 C -0.204
11 C -0.885
12 C -0.672
13 C -0.443
14 C 0.292
15 H 0.187
16 H 0.438
17 H 0.360
18 H 0.340
19 C -0.696
20 N 0.795
21 P 1.068
22 H -0.552
23 H 0.631
24 H 0.362
25 C -0.746
26 C -0.835
27 H 0.388
28 C 0.293
29 N 0.568
30 C 0.319
31 H 0.388
32 C -0.597
33 C -0.197
34 H 0.130
35 H -0.320
36 H 0.429
37 C 0.683
38 H 0.336
39 N 0.378
40 C -0.929
41 C -0.595
42 C 0.340
43 C -0.601
44 C 0.132
45 H 0.128
46 N 0.274
47 S -0.294
48 P 1.511
49 C -0.560
50 C 0.017
51 N -0.738
52 C -0.834
53 C 0.319
54 C 0.371
55 C -1.151
56 C -0.372
57 H 0.502
58 H 0.344
59 H 0.250
60 N 0.250
61 H 0.356
62 C 0.382
63 H 0.433
64 Cl -0.209
65 C -0.676
66 H 0.315
67 C 0.243
68 C -1.057
69 H 0.389
70 H 0.567
71 C -0.234
72 Cl 0.005
73 C -0.606
74 C -0.343
75 C 0.546
76 H 0.386
77 H 0.474
78 C -0.598
79 C -0.111
80 C -0.415
81 C -0.630
82 O -0.582
83 H 0.351
84 H 0.433
85 H 0.127
86 H 0.403
87 H 0.389
88 H 0.231
89 C -0.006
90 C -0.484
91 H 0.370
92 C -0.564
93 C -0.703
94 C -0.497
95 C -0.643
96 N -0.714
97 S -0.393
98 O -0.307
99 C -0.357


(2)
Computed, not measured: 12 unconnected molecules or ions with the total composition C40H87BF3N3O40P5 in a non-equilibrium geometry, with ωB97M-V/def2-TZVPD.

Geometry (Å):
O -4.405 12.844 16.939
P -10.052 16.357 14.777
C -5.309 7.898 13.596
O -12.467 5.998 16.677
H -7.112 2.588 20.737
H -11.725 13.042 16.396
C -7.882 1.403 24.210
H -10.960 0.275 23.805
H -4.424 3.240 20.635
C -5.751 7.254 17.754
C -10.245 6.540 21.690
O -13.311 11.730 16.658
C -3.256 13.178 17.641
C -3.676 4.248 15.686
F -10.734 8.469 15.276
H -14.510 12.582 9.699
O -9.879 1.398 20.782
H -7.437 6.894 14.806
H -15.292 7.603 21.299
O -4.713 6.700 18.197
H -5.683 11.581 18.006
P -12.046 8.033 20.522
H -13.629 11.830 19.176
H -5.746 11.165 11.379
H -12.472 15.597 16.837
H -2.941 3.795 23.882
H -5.988 6.324 12.452
H -2.863 8.887 13.199
H -7.850 13.858 14.028
C -13.332 6.736 15.975
H -6.182 16.176 10.082
O -7.929 10.043 17.852
C -3.825 3.201 21.545
O -8.426 11.001 14.577
F -3.023 5.330 16.194
C -12.231 12.904 18.452
C -14.493 8.303 21.545
O -4.282 2.146 22.364
H -11.038 6.828 17.974
O -2.276 1.090 15.767
H -3.842 10.166 18.538
H -5.081 0.836 20.910
H -4.377 5.702 20.551
H -12.570 10.575 15.147
O -2.805 3.246 15.219
H -4.843 0.201 22.483
H -12.938 15.052 13.175
H -9.321 9.781 21.499
H -9.973 7.409 22.288
H -10.308 11.379 12.524
H -9.340 13.632 14.941
P -4.640 13.713 11.525
H -7.797 4.125 20.222
C -11.252 6.749 16.908
O -14.463 6.327 15.630
C -4.841 11.564 17.314
H -5.618 8.441 14.489
H -14.361 10.901 15.006
H -2.764 5.892 20.999
O -12.608 12.712 10.404
O -8.580 3.362 22.081
O -11.050 14.698 10.487
P -9.379 1.929 22.108
C -3.992 4.603 22.318
H -9.257 6.093 21.580
H -12.265 17.227 16.073
O -3.948 2.252 16.708
C -12.081 12.273 17.081
O -7.357 5.460 17.919
H -10.005 16.365 10.053
H -11.987 16.195 12.338
H -2.190 4.687 22.943
C -11.350 1.293 23.772
C -3.623 9.530 12.756
N -6.864 6.162 14.410
H -6.819 1.640 24.160
H -12.322 11.109 18.827
H -8.055 0.641 24.970
C -3.754 5.784 21.441
P -11.173 13.250 9.862
H -13.195 12.205 14.735
C -9.783 15.333 10.325
H -5.476 13.605 14.589
O -12.792 7.889 15.606
H -9.876 9.333 19.832
H -7.482 11.632 10.990
H -10.723 13.128 12.574
H -10.109 10.964 20.579
O -8.437 0.934 22.946
C -5.118 15.944 10.037
H -11.828 16.978 17.810
C -7.712 7.480 12.539
C -13.382 11.287 15.292
H -4.359 4.540 14.887
H -11.295 11.531 16.940
O -13.215 7.650 21.567
H -7.573 5.497 14.136
H -10.784 5.907 22.396
H -4.998 15.262 9.194
O -4.745 15.344 11.279
H -5.189 15.213 13.656
C -6.468 6.924 13.226
H -7.444 8.022 11.633
H -10.419 6.303 16.367
H -8.432 2.305 24.480
H -14.624 8.755 22.528
C -11.555 8.062 16.250
H -13.775 13.944 9.144
H -7.975 13.930 15.795
H -9.117 14.850 9.610
O -8.773 12.092 17.302
O -10.567 16.168 16.361
H -2.763 3.122 21.313
O -6.193 13.218 11.542
O -5.971 8.675 17.568
H -4.473 16.804 9.857
C -8.441 14.242 14.860
O -11.181 9.207 21.321
C -6.593 11.816 11.593
H -5.024 4.757 22.634
C -4.792 14.301 14.102
H -4.326 3.932 17.756
H -10.209 12.771 19.342
C -4.504 3.547 16.752
C -8.378 10.965 17.003
C -10.134 12.357 12.076
H -11.460 8.897 16.944
H -12.942 13.688 18.193
C -4.407 0.897 21.765
O -2.824 12.015 18.293
H -5.575 3.522 16.553
C -7.522 3.533 21.095
O -2.688 14.279 17.586
B -7.398 8.874 17.135
C -10.100 9.887 20.744
O -11.038 15.336 14.033
O -12.513 8.379 19.130
H -10.459 14.225 18.356
H -3.516 0.386 21.400
H -3.877 10.333 13.447
C -12.186 15.823 13.343
H -9.088 12.550 12.313
H -14.491 9.183 20.901
O -11.026 6.746 20.514
H -12.745 16.515 13.973
H -8.185 8.210 13.195
C -7.084 6.649 17.693
O -7.533 9.230 15.710
C -3.604 10.937 17.806
C -10.946 13.504 19.012
H -3.879 6.685 22.041
C -8.101 10.421 15.578
H -4.476 7.335 14.016
O -10.999 13.156 8.403
H -14.277 13.981 10.756
O -4.846 8.728 12.497
H -5.250 10.995 16.479
N -12.646 11.874 19.402
C -2.938 2.120 15.909
H -3.213 10.071 11.903
H -11.232 14.105 19.875
C -11.900 16.525 16.822
H -6.855 11.626 12.634
O -8.647 15.611 14.788
C -13.786 13.322 10.040
O -10.134 12.349 10.673
H -9.258 15.317 11.280
O -10.525 2.239 23.161
O -10.080 17.743 14.284
O -3.714 13.067 10.565
H -12.351 1.183 23.354
H -8.460 6.718 12.317
O -7.987 7.604 17.385
O -4.125 13.610 13.035
H -11.503 1.676 24.781
H -6.658 3.946 21.616
H -4.123 14.686 14.872
N -3.065 4.698 23.447
F -2.999 10.358 16.713

Kohn-Sham gap (spin up / spin down) (eV): 8.38 / 2.58
HOMO (spin up / spin down) (eV): -9.75 / -9.75
LUMO level (spin up / spin down) (eV): -1.36 / -7.17
Spin multiplicity: 2

Mulliken population analysis, charges in e, atoms 1 to 99:
1 O -0.230
2 P 0.523
3 C 0.253
4 O -0.392
5 H 0.391
6 H -0.081
7 C -0.598
8 H 0.311
9 H 0.036
10 C 0.349
11 C -0.625
12 O -0.532
13 C 0.446
14 C 0.862
15 F -0.281
16 H 0.311
17 O -0.725
18 H -0.253
19 H 0.262
20 O -0.614
21 H 0.087
22 P 0.953
23 H 0.456
24 H 0.368
25 H 0.217
26 H 0.325
27 H 0.469
28 H 0.399
29 H -0.358
30 C 0.528
31 H 0.198
32 O -0.789
33 C -0.405
34 O -0.301
35 F -0.275
36 C 0.257
37 C -0.629
38 O -0.356
39 H -0.144
40 O -0.588
41 H 0.354
42 H 0.282
43 H 0.077
44 H -0.042
45 O -0.393
46 H 0.299
47 H 0.184
48 H 0.340
49 H 0.335
50 H 0.380
51 H -0.049
52 P 0.386
53 H 0.298
54 C 0.120
55 O -0.626
56 C 0.600
57 H -0.114
58 H 0.278
59 H 0.376
60 O -0.290
61 O -0.215
62 O -0.121
63 P 1.032
64 C 0.755
65 H 0.133
66 H 0.438
67 O -0.369
68 C 0.559
69 O -0.649
70 H 0.356
71 H 0.193
72 H 0.331
73 C -0.759
74 C -0.544
75 N -0.276
76 H 0.158
77 H -0.062
78 H 0.302
79 C -1.275
80 P 0.943
81 H 0.095
82 C -0.819
83 H -0.178
84 O -0.415
85 H 0.164
86 H 0.274
87 H -0.062
88 H 0.183
89 O -0.370
90 C -0.657
91 H 0.235
92 C -1.382
93 C -0.247
94 H -0.024
95 H -0.058
96 O -0.403
97 H 0.359
98 H 0.287
99 H 0.331


(3)
Computed, not measured: a molecular structure, C9H14O4S2 in a non-equilibrium geometry, with ωB97M-V/def2-TZVPD.

Geometry (Å):
H 0.253 0.744 2.232
C -0.441 0.264 1.570
C -2.005 -0.712 -1.004
C 2.251 -1.411 -0.906
S 1.730 0.984 -0.009
C -1.414 1.439 1.272
C 0.235 -0.067 0.285
H -0.470 0.532 -1.857
S 1.085 -1.695 0.342
O 0.271 -2.838 0.001
O 2.008 1.742 1.136
H -1.769 -1.570 -1.661
C -3.151 -0.881 -0.414
H -1.259 2.341 1.807
H -3.713 -1.748 -0.747
H 3.652 0.212 -1.268
H -2.443 1.003 1.511
O 1.713 -1.644 1.623
H -0.563 2.330 -0.486
H 1.763 -1.126 -1.826
C -0.925 0.343 -0.905
H -3.654 -0.193 0.221
H -1.006 -0.573 2.133
H 2.745 -2.354 -1.004
C -1.340 1.665 -0.255
H 3.829 -0.344 0.403
C 3.129 -0.278 -0.457
O 1.761 1.804 -1.153
H -2.271 2.035 -0.586

Kohn-Sham gap (eV): 10.65
HOMO (eV): -10.19
Energy above the lowest of the compared OMol25 structures with the same formula, charge and spin (eV): 2.081
LUMO level (eV): 0.46

From a Mulliken analysis of the wavefunction, the atomic charges in e read:
1 H 0.411
2 C -0.972
3 C -0.424
4 C -0.657
5 S 1.281
6 C -0.494
7 C -0.223
8 H 0.603
9 S 1.286
10 O -0.696
11 O -0.689
12 H 0.192
13 C -0.862
14 H 0.416
15 H 0.244
16 H 0.446
17 H 0.190
18 O -0.670
19 H 0.551
20 H 0.353
21 C 0.608
22 H 0.268
23 H 0.337
24 H 0.501
25 C -1.303
26 H 0.320
27 C -0.790
28 O -0.670
29 H 0.442


(4)
Computed, not measured: 2 unconnected molecules or ions with the total composition CH6O6P in a non-equilibrium geometry, with ωB97M-V/def2-TZVPD.

Geometry (Å):
H -0.509 -2.022 -0.616
O 1.530 0.166 -0.099
H 2.435 0.243 -0.292
H -0.810 1.335 -1.198
O -0.464 -1.179 -1.058
C -0.882 0.362 1.588
O -0.424 -0.854 1.601
P 0.592 -0.047 -1.418
H -1.154 0.767 2.644
O -1.088 1.009 0.595
O 1.574 -0.602 -2.515
H -0.173 -1.079 2.522
O -0.082 1.246 -1.938
H 1.386 -0.852 -3.427

Kohn-Sham gap (eV): 12.00
HOMO (eV): -15.36
Energy above the lowest of the compared OMol25 structures with the same formula, charge and spin (eV): 0.845
LUMO level (eV): -3.37
Net charge: +1

From a Mulliken analysis of the wavefunction, the atomic charges in e read:
1 H 0.389
2 O -0.430
3 H 0.369
4 H 0.548
5 O -0.436
6 C 0.204
7 O -0.357
8 P 1.036
9 H 0.328
10 O -0.527
11 O -0.469
12 H 0.371
13 O -0.404
14 H 0.379


Computed DFT total energy (Eh) in order:
-6311.20771 -6781.79799 -1448.55413 -834.35564